9
Properties=species:S:1:pos:R:3:forces:R:3:lowdin_charge:R:1 method="wB97M-V/def2-TZVPD" homo_lumo_gap_ha="0.31304 / 0.31300" charge=+1 homo_energy_ha="-0.5544 / -0.5543" e_lumo_ev="-6.6 / -6.6" total_energy_ha=-569.1645
C -0.749 0.243 1.025 -1.588 -1.203 -0.815 -0.17
C -1.617 -0.485 0.546 -1.008 0.578 2.018 -0.31
C 0.253 -0.619 -1.069 -2.573 -1.221 -3.227 -0.15
N 0.434 0.749 0.797 -1.990 0.979 0.559 0.14
S -1.426 -0.662 -1.104 2.739 -0.207 0.124 1.15
H 0.547 -0.644 -2.088 0.964 -0.065 -0.910 0.04
H 0.997 -0.710 -0.325 0.064 -0.793 0.227 0.06
H 0.464 1.702 0.829 0.147 3.656 -0.010 0.12
H 1.097 0.427 1.388 3.244 -1.722 2.035 0.11